DFT (the ωB97M-V functional and the def2-TZVPD basis) results for a molecular structure, C2ClI3O.

Summary:
Max |F| = 10.9 eV/A
HOMO = -9.47 eV
Orbital gap = 0.2656 Ha
E = -40941.9493 eV
Energy relative to the best compared isomer or geometry (same formula, charge and spin) = 70.3 kcal/mol

The geometry in ORCA input format:
```
! wB97M-V def2-TZVPD RIJCOSX def2/J DEFGRID3
* xyz 0 1
I 1.1216 -0.2175 -2.1039
I 1.6654 1.4708 1.1031
I -1.3421 1.8462 -0.9693
Cl -1.4890 -0.5054 1.5250
O 0.1501 -2.2009 0.2724
C 0.1795 0.3454 -0.3093
C -0.2854 -0.7387 0.4821
*
```

natural (NBO) population analysis, charges in e, atoms 1 to 2: 0.32 0.21



DFT (the ωB97M-V functional and the def2-TZVPD basis) results for 2 unconnected molecules or ions with the total composition H2NO4P.

Summary:
Max |F| = 2.9 eV/A
HOMO = 1.43 eV
Orbital gap = 0.2232 Ha
E = -18999.8309 eV
Energy relative to the best compared isomer or geometry (same formula, charge and spin) = 35.5 kcal/mol

The geometry in ORCA input format:
```
! wB97M-V def2-TZVPD RIJCOSX def2/J DEFGRID3
* xyz -2 1
P -1.2992 0.0973 -0.0482
O -0.8900 -1.1300 -0.8146
O 1.8575 -0.7169 0.1875
O -1.9790 0.1057 1.2408
O -1.6749 1.1875 -1.0012
N 1.2937 0.4939 0.7727
H 1.1622 -1.1605 -0.3086
H 1.5296 1.1230 -0.0285
*
```

natural (NBO) population analysis, charges in e, atoms 1 to 2: 2.45 -1.22



DFT (the ωB97M-V functional and the def2-TZVPD basis) results for a molecular structure, C16H12IrN5O7S.

Summary:
Max |F| = 0.9 eV/A
HOMO = -8.53 eV
Orbital gap = 0.2773 Ha
E = -52238.0972 eV
Energy relative to the best compared isomer or geometry (same formula, charge and spin) = 13.8 kcal/mol

The geometry in ORCA input format:
```
! wB97M-V def2-TZVPD RIJCOSX def2/J DEFGRID3
* xyz 0 1
Ir -0.5232 0.7888 0.0553
S -0.5666 5.1986 -0.4698
O 1.9670 -5.4205 3.8662
O 3.5524 -3.9634 3.9268
O -2.3835 -2.6264 0.5696
O -0.2286 -1.2678 -0.1611
O 1.3253 0.8996 0.7950
O 3.3485 0.0342 1.0654
O -2.0042 -4.5566 1.4038
N 2.4682 -4.3589 3.5485
N -2.4721 0.3565 -0.5309
N -2.4685 -0.3615 -1.7854
N -1.6395 -3.4498 1.0813
N -0.0203 1.4392 -1.7071
C 1.5533 -1.4621 1.3774
C 1.7092 -3.4910 2.6394
C 0.0222 2.7889 -1.8829
C -0.8930 2.7444 0.3082
C 0.9316 1.0870 -3.8459
C -1.1834 4.9082 1.1021
C 0.4579 -3.8893 2.2366
C 0.9923 2.4636 -4.0447
C 0.3192 -1.9018 0.8288
C 0.4208 0.6121 -2.6619
C 0.5310 3.3172 -3.0662
C -0.4774 3.5038 -0.7485
C 2.2505 -2.2703 2.2436
C -0.2488 -3.0732 1.3718
C 2.1498 -0.1097 1.0264
C -1.3091 3.5789 1.3887
H 1.2790 0.3918 -4.5952
H -2.8440 -0.2543 0.1983
H -1.6796 3.2171 2.3383
H 0.5675 4.3904 -3.1910
H -1.9794 -1.2304 -1.5788
H 1.4040 2.8618 -4.9626
H 0.3532 -0.4440 -2.4443
H 3.2147 -1.9530 2.6150
H 0.0204 -4.8049 2.6037
H -3.4266 -0.6057 -2.0200
H -3.0761 1.1646 -0.6331
H -1.4140 5.7479 1.7391
*
```

natural (NBO) population analysis, charges in e, atoms 1 to 2: 1.16 0.44